No. 1
The following is a quantum chemistry calculation of C26H25Cl4NO7S2SbV as an isolated structure, from OMol25.

```
! wB97M-V def2-TZVPD RIJCOSX def2/J DEFGRID3
* xyz -2 3
V -0.4352 0.6378 0.2587
S 1.2872 1.8836 -0.4763
C 1.9835 2.6729 0.9390
C 2.9816 3.6310 0.7704
C 3.5693 4.2547 1.8632
C 3.1615 3.9093 3.1476
C 2.1644 2.9610 3.3261
C 1.5467 2.3385 2.2329
S 0.2678 1.1714 2.4754
H 3.2884 3.8915 -0.2372
H 4.3401 5.0033 1.7139
H 3.6170 4.3860 4.0099
H 1.8344 2.6851 4.3214
Cl -1.6114 -5.3545 4.3053
C -1.1052 -4.0785 3.2089
C -1.9313 -2.9972 2.9880
C -1.5077 -2.0032 2.1300
Cl -2.5169 -0.6289 1.8296
C -0.2703 -2.0270 1.4534
O 0.0975 -1.0674 0.6779
C 0.5243 -3.1614 1.7222
Cl 2.0692 -3.3081 0.9505
C 0.1219 -4.1674 2.5821
H -2.8901 -2.9152 3.4809
H 0.7709 -5.0139 2.7598
O -3.4256 0.6112 -0.7989
C -2.9855 1.7124 -0.5809
N -1.8355 2.0010 0.1489
C -1.7489 3.3866 0.3320
O -0.9196 4.0049 0.9440
C -2.9149 4.0183 -0.3988
C -3.2687 5.3428 -0.5453
C -4.4013 5.6289 -1.3056
C -5.1313 4.6057 -1.9067
C -4.7574 3.2736 -1.7469
C -3.6445 3.0094 -0.9766
H -2.6748 6.1219 -0.0828
H -4.7198 6.6566 -1.4378
H -5.9994 4.8530 -2.5068
H -5.3019 2.4672 -2.2247
O -0.3791 -1.4776 -3.4783
Cl -1.3176 -0.8451 -2.5728
O -0.7012 0.4117 -2.0454
O -2.5211 -0.5187 -3.2881
O -1.5867 -1.7199 -1.4652
C 3.8112 -3.8226 -2.3576
C 3.5440 -2.4942 -3.0743
Sb 2.3476 -1.0900 -1.8812
C 2.3539 0.3472 -3.5247
C 3.6519 0.7429 -4.2275
C 4.0653 -0.4894 -0.6546
C 5.3478 0.0121 -1.3229
H 4.3448 -4.5358 -2.9966
H 2.8774 -4.2943 -2.0423
H 4.4189 -3.6659 -1.4608
H 2.9688 -2.6616 -3.9909
H 4.4894 -2.0270 -3.3613
H 1.8420 1.2328 -3.1502
H 1.6783 -0.1392 -4.2331
H 4.3033 1.3229 -3.5766
H 3.4317 1.3650 -5.1038
H 4.2110 -0.1271 -4.5810
H 4.2892 -1.3771 -0.0538
H 3.6815 0.2715 0.0261
H 5.6656 -0.6319 -2.1474
H 6.1762 0.0505 -0.6045
H 5.2156 1.0209 -1.7126
*
```

The expectation value of S² is 2.020. Its HOMO energy (alpha / beta) is -0.06140 / -0.06922 Eh. The orbital gap (alpha / beta) comes out at 5.8 / 6.0 eV.

In the natural (NBO) picture, each atom carries the following charge in e: 1.079, -0.193, -0.081, -0.240, -0.270, -0.243, -0.226, -0.188, -0.261, 0.201, 0.187, 0.186, 0.202, -0.062, -0.057, -0.251, -0.099, 0.123, 0.393, -0.756, -0.098, 0.011, -0.251, 0.227, 0.226, -0.556, 0.648, -0.779, 0.671, -0.551, -0.120, -0.180, -0.225, -0.222, -0.204, -0.042, 0.221, 0.197, 0.197, 0.226, -0.853, 2.544, -0.864, -0.831, -0.811, -0.618, -0.788, 1.164, -0.770, -0.612, -0.779, -0.611, 0.178, 0.208, 0.192, 0.205, 0.188, 0.232, 0.221, 0.196, 0.183, 0.188, 0.198, 0.231, 0.186, 0.183, 0.199


No. 2
The following is a quantum chemistry calculation of C26H25F5N5NiO3P2S2Te as an isolated structure, from OMol25.

```
! wB97M-V def2-TZVPD RIJCOSX def2/J DEFGRID3
* xyz -1 3
Ni -1.6404 0.7201 -1.0870
S -1.7353 -1.4824 -1.9655
P 0.0140 -1.2513 -1.0272
C -0.4869 -0.0167 0.1158
P -0.1004 0.3792 1.7906
S -1.5672 1.0309 2.8959
C 1.3586 1.4588 1.7013
C 2.4800 1.0530 0.9809
C 3.6144 1.8479 0.9600
C 3.6205 3.0581 1.6446
C 2.4911 3.4786 2.3303
C 1.3535 2.6807 2.3587
C 0.5137 -1.1606 2.5586
C -0.3394 -2.2638 2.5198
C -0.0151 -3.4222 3.2049
C 1.1631 -3.4831 3.9415
C 2.0048 -2.3843 3.9977
C 1.6786 -1.2186 3.3134
C 1.3107 -0.5723 -2.1239
C 2.3242 -1.3721 -2.6517
C 3.2919 -0.8110 -3.4741
C 3.2366 0.5380 -3.7934
C 2.2096 1.3305 -3.3003
C 1.2524 0.7827 -2.4596
C 0.7098 -2.8307 -0.4358
C -0.0996 -3.9618 -0.4778
C 0.3675 -5.1722 0.0175
C 1.6383 -5.2521 0.5641
C 2.4544 -4.1279 0.5975
C 1.9943 -2.9197 0.0989
H 2.4563 0.1183 0.4342
H 4.4884 1.5285 0.4052
H 4.5091 3.6780 1.6334
H 2.4884 4.4341 2.8395
H 0.4560 2.9925 2.8788
H -1.2556 -2.1944 1.9430
H -0.6786 -4.2772 3.1639
H 1.4249 -4.3932 4.4686
H 2.9184 -2.4290 4.5783
H 2.3319 -0.3563 3.3625
H 2.3554 -2.4273 -2.4167
H 4.0845 -1.4360 -3.8669
H 4.0043 0.9708 -4.4241
H 2.1459 2.3783 -3.5651
H 0.4742 1.4171 -2.0616
H -1.0923 -3.8727 -0.9021
H -0.2673 -6.0493 -0.0170
H 1.9974 -6.1908 0.9685
H 3.4512 -4.1899 1.0161
H 2.6374 -2.0493 0.1266
N -3.9204 0.8263 0.6170
N -5.0119 0.8967 -0.2546
C -4.7641 1.3071 -1.5029
N -5.7784 1.5041 -2.3553
N -3.4740 1.2178 -1.9161
N -2.9843 2.0242 -2.8944
O -1.7847 1.8108 -3.1478
O -3.7064 2.7201 -3.6141
H -4.1280 0.2141 1.3909
H -3.6782 1.7507 0.9818
H -5.9071 1.1596 0.1286
H -6.6544 1.7745 -1.9390
H -5.4897 2.0824 -3.1364
F -4.5907 3.5131 -0.9252
Te -2.3817 3.7786 -1.0410
F -3.1780 5.5419 -1.3269
F -1.0659 4.9192 -0.2573
F -1.2775 4.3656 -2.5865
F -2.9990 3.9205 0.8119
O -1.2534 2.3649 -0.3933
*
```

The expectation value of S² is 2.041. Its HOMO energy (alpha / beta) is -0.19179 / -0.20913 Eh. The orbital gap (alpha / beta) comes out at 7.4 / 7.0 eV.

In the natural (NBO) picture, each atom carries the following charge in e: 1.008, -0.507, 1.313, -0.985, 1.328, -0.590, -0.414, -0.187, -0.223, -0.200, -0.224, -0.094, -0.281, -0.214, -0.207, -0.216, -0.223, -0.219, -0.310, -0.217, -0.230, -0.200, -0.191, -0.197, -0.425, -0.177, -0.219, -0.196, -0.231, -0.118, 0.206, 0.209, 0.206, 0.214, 0.244, 0.229, 0.210, 0.205, 0.207, 0.226, 0.218, 0.207, 0.208, 0.230, 0.265, 0.239, 0.212, 0.210, 0.215, 0.211, -0.658, -0.406, 0.731, -0.778, -0.557, 0.574, -0.415, -0.416, 0.373, 0.415, 0.377, 0.390, 0.436, -0.737, 2.846, -0.642, -0.659, -0.668, -0.677, -1.054


No. 3
The following is a quantum chemistry calculation of a 5-piece molecular cluster, C26H25FN4O13PS overall, from OMol25.

```
! wB97M-V def2-TZVPD RIJCOSX def2/J DEFGRID3
* xyz 1 1
O 1.5198 0.2662 1.5956
C 0.6745 0.9646 0.9717
O 0.4168 0.6403 -0.3754
C 0.0204 2.1796 1.7757
P -1.6936 2.6931 1.1829
O -1.5915 3.5506 -0.2789
S -3.1269 1.0909 1.0821
O -4.3608 1.4076 1.9005
O -2.5933 -0.2305 1.5282
F -3.6613 1.0693 -0.5215
H 1.2394 0.1963 -0.7106
H 0.7351 3.0795 1.6695
H -0.0936 1.8340 2.8681
H -2.2093 3.6251 2.1688
H -0.6547 3.7825 -0.4943
C 4.4118 -3.0256 3.0913
C 5.0250 -3.3716 4.2915
C 4.4978 -2.9229 5.4976
C 3.3504 -2.1306 5.4892
C 2.7372 -1.7752 4.2905
C 3.2733 -2.2257 3.0900
N 2.7753 -1.6759 6.7572
O 3.3496 -1.9905 7.7887
O 1.7491 -1.0094 6.7119
H 4.8230 -3.3821 2.1519
H 5.9135 -3.9940 4.2865
H 4.9853 -3.1990 6.4262
H 1.8476 -1.1555 4.2751
H 2.8010 -1.9568 2.1515
C 0.4582 -7.2663 7.6181
C -0.2621 -6.4072 6.7933
C 0.3539 -5.8160 5.6956
C 1.6932 -6.0964 5.4305
C 2.4219 -6.9497 6.2568
C 1.7982 -7.5341 7.3539
N 2.3395 -5.4962 4.2616
O 1.6747 -4.7374 3.5691
O 3.5057 -5.7905 4.0416
H -0.0276 -7.7304 8.4711
H -1.3060 -6.2009 7.0050
H -0.2184 -5.1487 5.0608
H 3.4656 -7.1690 6.0600
H 2.3555 -8.2022 8.0019
C -1.2846 5.2742 -5.5213
C 0.0725 5.4857 -5.7471
C 0.9051 5.8506 -4.6946
C 0.3664 5.9964 -3.4174
C -0.9923 5.7939 -3.1873
C -1.8177 5.4317 -4.2455
N 1.2402 6.3543 -2.2985
O 2.4215 6.5426 -2.5357
O 0.7347 6.4378 -1.1822
H -1.9304 4.9836 -6.3444
H 0.4819 5.3624 -6.7440
H 1.9607 6.0120 -4.8831
H -1.4195 5.9105 -2.1970
H -2.8767 5.2681 -4.0763
C -4.8690 0.7591 -9.2429
C -3.5118 0.9684 -9.4698
C -2.6780 1.3334 -8.4184
C -3.2148 1.4819 -7.1404
C -4.5744 1.2811 -6.9082
C -5.4008 0.9190 -7.9664
N -2.3363 1.8416 -6.0254
O -1.1525 2.0286 -6.2693
O -2.8350 1.9316 -4.9107
H -5.5158 0.4687 -10.0652
H -3.1032 0.8437 -10.4670
H -1.6225 1.4935 -8.6084
H -5.0005 1.3993 -5.9180
H -6.4599 0.7573 -7.7963
*
```

Its HOMO energy is -0.41103 Eh. The orbital gap comes out at 5.2 eV.

In the Löwdin picture, each atom carries the following charge in e: 0.083, -0.426, 0.067, -0.150, 1.005, -0.204, 0.687, -0.284, -0.256, -0.191, 0.157, 0.153, 0.146, 0.103, 0.102, -0.074, -0.077, -0.001, -0.150, -0.017, -0.083, -0.346, 0.079, 0.056, 0.115, 0.115, 0.122, 0.108, 0.093, -0.067, -0.064, -0.002, -0.143, 0.002, -0.061, -0.319, 0.067, 0.068, 0.110, 0.109, 0.117, 0.120, 0.111, -0.068, -0.049, 0.009, -0.153, -0.019, -0.061, -0.348, 0.096, 0.035, 0.112, 0.117, 0.124, 0.107, 0.112, -0.062, -0.059, 0.000, -0.150, -0.003, -0.061, -0.347, 0.063, 0.053, 0.113, 0.113, 0.120, 0.117, 0.112